# 1
A cluster of 2 separate species, C3H5F2N in total, computed with ωB97M-V with the def2-TZVPD basis set.

Element x y z (Å)
1 N -0.380 -1.706 -0.004
2 C -0.587 -0.360 -0.076
3 C -1.365 0.536 0.465
4 C -0.355 0.998 -0.439
5 F 0.813 1.598 0.035
6 H -0.039 -2.420 -0.679
7 H -0.985 -2.009 0.672
8 H -2.271 0.791 0.921
9 H -0.524 1.425 -1.426
10 F 3.240 0.361 0.205
11 H 2.453 0.786 0.326

Summary:
SMILES = NC1=C[C@H]1F.F
charge = 0
Kohn-Sham gap = 10.152 eV
ΔE to the lowest compared entry with this formula, charge and spin = 162.6 kJ/mol
multiplicity = 1

These are the Mulliken partial charges, in e, on atoms 1 to 8: N -0.429; C 0.047; C -0.360; C -0.043; F -0.327; H 0.228; H 0.234; H 0.390

# 2
A cluster of 10 separate species, C39H67Br18ClF9N3O7P2S in total, computed with ωB97M-V with the def2-TZVPD basis set.

Element x y z (Å)
1 C 3.895 2.651 -1.892
2 C 2.617 3.480 -1.367
3 Cl 2.347 4.824 -2.641
4 C 1.310 2.544 -1.437
5 C 0.503 2.394 -0.063
6 O -0.315 1.184 -0.202
7 C -1.489 1.437 -0.999
8 C -1.831 0.226 -2.045
9 C -2.577 0.990 -3.284
10 C -3.911 1.762 -2.877
11 C -4.205 2.811 -4.071
12 F -4.046 2.217 -5.371
13 F -3.096 3.745 -3.989
14 C -5.515 3.691 -3.903
15 F -5.337 4.479 -2.715
16 F -5.536 4.636 -4.977
17 S -7.143 2.813 -3.737
18 F -6.883 2.356 -2.158
19 F -6.605 1.380 -4.377
20 F -7.551 3.341 -5.297
21 F -7.805 4.259 -3.154
22 F -8.661 2.136 -3.626
23 C -2.923 -0.706 -1.376
24 C -3.410 -1.903 -2.508
25 C -4.986 -1.710 -3.066
26 O -4.496 -2.839 -2.033
27 O -0.679 -0.345 -2.632
28 C -0.115 -1.524 -2.105
29 C 0.308 -2.425 -3.392
30 C 1.185 -1.762 -4.515
31 C 1.518 -2.661 -5.748
32 C 0.944 -4.097 -5.747
33 N 0.169 -4.730 -4.732
34 C -0.126 -3.890 -3.616
35 P 1.557 -1.284 -1.159
36 C 2.802 -2.629 -1.673
37 C 1.173 -1.654 0.684
38 O -0.265 3.553 0.342
39 N -0.306 4.518 -0.611
40 O -0.649 5.535 -0.085
41 P 1.658 2.007 1.430
42 N 2.268 3.344 2.063
43 O 2.889 0.929 0.972
44 O 0.701 1.274 2.661
45 H 4.556 3.366 -2.503
46 H 3.608 1.802 -2.619
47 H 4.535 2.213 -1.056
48 H 2.778 4.014 -0.373
49 H 1.693 1.483 -1.699
50 H 0.642 2.831 -2.335
51 H -2.428 1.548 -0.345
52 H -1.420 2.391 -1.627
53 H -2.851 0.230 -4.111
54 H -1.757 1.650 -3.751
55 H -4.736 0.986 -2.745
56 H -3.861 2.386 -1.925
57 H -2.451 -1.320 -0.515
58 H -3.873 -0.212 -1.002
59 H -2.591 -2.296 -3.290
60 H -5.151 -2.457 -3.911
61 H -5.775 -1.317 -2.349
62 H -0.724 -2.221 -1.450
63 H 1.533 -0.679 -4.439
64 H 2.161 -2.245 -6.608
65 H 1.182 -4.734 -6.678
66 H -0.773 -4.360 -2.784
67 H 3.469 -2.825 -0.750
68 H 3.466 -2.182 -2.488
69 H 2.330 -3.629 -1.944
70 H 2.167 -1.784 1.265
71 H 0.615 -0.786 1.195
72 H 0.507 -2.590 0.835
73 H 1.941 3.414 3.040
74 H 3.000 0.885 -0.006
75 H 0.251 2.031 3.115
76 Br 2.013 -2.478 3.654
77 C 0.763 -2.710 5.131
78 C -0.212 -3.826 4.848
79 Br -1.588 -3.262 3.588
80 H 0.283 -1.746 5.296
81 H 1.385 -2.953 5.995
82 H -0.753 -4.102 5.755
83 H 0.260 -4.714 4.428
84 Br 0.723 -5.123 0.012
85 C 0.481 -6.644 1.206
86 C 1.703 -6.864 2.065
87 Br 3.135 -7.713 1.050
88 H 0.229 -7.502 0.584
89 H -0.381 -6.384 1.825
90 H 1.480 -7.558 2.878
91 H 2.110 -5.942 2.481
92 Br -0.789 -10.016 2.695
93 C 0.844 -11.051 2.943
94 C 1.044 -11.416 4.393
95 Br 1.690 -9.891 5.422
96 H 1.661 -10.462 2.528
97 H 0.705 -11.949 2.337
98 H 1.821 -12.176 4.493
99 H 0.134 -11.766 4.880
100 Br 1.968 3.728 5.377
101 C 0.657 5.149 5.622
102 C -0.746 4.640 5.403
103 Br -1.129 4.419 3.504
104 H 0.934 5.956 4.946
105 H 0.788 5.482 6.652
106 H -1.478 5.367 5.759
107 H -0.935 3.678 5.880
108 Br 5.573 9.376 -3.427
109 C 4.082 8.583 -2.452
110 C 4.523 8.060 -1.108
111 Br 5.483 6.374 -1.285
112 H 3.654 7.814 -3.095
113 H 3.360 9.392 -2.331
114 H 3.657 7.830 -0.484
115 H 5.179 8.746 -0.572
116 Br -0.696 6.670 -8.713
117 C -2.178 5.881 -7.721
118 C -1.728 5.377 -6.373
119 Br -0.760 3.693 -6.535
120 H -2.605 5.103 -8.353
121 H -2.903 6.689 -7.606
122 H -2.589 5.150 -5.742
123 H -1.072 6.071 -5.849
124 Br -2.539 -6.217 6.632
125 C -4.011 -5.019 7.082
126 C -5.246 -5.346 6.281
127 Br -5.096 -4.697 4.450
128 H -3.652 -4.002 6.927
129 H -4.190 -5.178 8.147
130 H -6.117 -4.834 6.694
131 H -5.452 -6.415 6.224
132 Br 4.311 -4.809 -2.987
133 C 5.939 -5.849 -2.733
134 C 6.131 -6.214 -1.282
135 Br 6.774 -4.692 -0.248
136 H 6.760 -5.262 -3.143
137 H 5.802 -6.747 -3.339
138 H 6.905 -6.977 -1.177
139 H 5.217 -6.562 -0.800
140 Br 1.302 6.586 9.303
141 C 2.763 7.756 8.758
142 C 2.259 8.910 7.926
143 Br 1.852 8.344 6.106
144 H 3.492 7.135 8.239
145 H 3.199 8.118 9.691
146 H 3.033 9.672 7.820
147 H 1.356 9.369 8.327

Summary:
SMILES = C[C@@H](Cl)C[C@](OC[C@](CCC(F)(F)C(F)(F)S(F)(F)(F)(F)F)(C[C@@H]1CO1)O[C@@H](c1cccnc1)P(C)C)(ON=O)P(=N)(O)O.BrCCBr.BrCCBr.BrCCBr.BrCCBr.BrCCBr.BrCCBr.BrCCBr.BrCCBr.BrCCBr
charge = 0
Kohn-Sham gap = 6.477 eV
multiplicity = 1

These are the Mulliken partial charges, in e, on atoms 1 to 8: C -1.121; C 0.469; Cl -0.167; C -0.166; C 0.026; O 0.079; C -0.998; C 0.158

# 3
A cluster of 2 separate species, CHIOS2 in total, computed with ωB97M-V with the def2-TZVPD basis set.

Element x y z (Å)
1 C -2.320 -0.236 0.364
2 O -2.563 -0.191 1.467
3 S 1.905 0.484 -1.294
4 S 0.270 1.304 -0.177
5 I 2.745 -1.451 -0.140
6 H -0.037 0.090 -0.218

Summary:
charge = 0
Kohn-Sham gap (spin up / spin down) = 6.568 / 6.583 eV
ΔE to the lowest compared entry with this formula, charge and spin = 21.3 kJ/mol
multiplicity = 3

Charges in e, computed with Mulliken, in the same order as the atoms: C 0.120; O -0.144; S -0.046; S -0.054; I -0.018; H 0.142

# 4
A structure of composition C12H17N3O3PS3W, computed with ωB97M-V with the def2-TZVPD basis set.

Element x y z (Å)
1 W 0.406 -0.657 0.054
2 N 4.136 -1.511 -1.956
3 C 2.893 -1.557 -1.497
4 S 2.666 -1.208 0.270
5 N 1.882 -1.816 -2.258
6 N 0.671 -1.817 -1.624
7 C -0.261 -2.564 -2.175
8 C -1.471 -2.950 -1.530
9 C -2.401 -3.765 -2.202
10 C -3.459 -4.325 -1.528
11 C -3.608 -4.116 -0.154
12 C -2.711 -3.327 0.544
13 C -1.671 -2.728 -0.139
14 O -0.764 -1.938 0.471
15 H 4.920 -1.406 -1.335
16 H 4.315 -1.689 -2.932
17 H -0.020 -3.006 -3.138
18 H -2.267 -3.942 -3.262
19 H -4.165 -4.948 -2.059
20 H -4.430 -4.576 0.378
21 H -2.809 -3.164 1.610
22 C 2.132 2.516 3.465
23 C 2.770 2.658 2.103
24 O 2.040 1.915 1.040
25 P 0.523 2.078 0.694
26 S -0.605 0.802 1.815
27 S 0.507 1.317 -1.268
28 O 0.203 3.584 0.820
29 C -1.119 4.248 0.767
30 C -1.921 3.867 -0.454
31 H 2.723 3.071 4.192
32 H 2.094 1.473 3.779
33 H 1.124 2.932 3.472
34 H 3.759 2.211 2.066
35 H 2.831 3.694 1.778
36 H -0.865 5.303 0.767
37 H -1.641 4.000 1.690
38 H -1.388 4.118 -1.371
39 H -2.859 4.421 -0.443
40 H -2.160 2.802 -0.451

Summary:
charge = +2
Kohn-Sham gap (spin up / spin down) = 5.909 / 6.346 eV
ΔE to the lowest compared entry with this formula, charge and spin = 0.0 kJ/mol
multiplicity = 2

These are the Mulliken partial charges, in e, on atoms 1 to 8: W 0.784; N -0.364; C 0.714; S -0.302; N -1.118; N 0.322; C -0.076; C 0.448

# 5
A cluster of 3 separate species, C22H28BCl2N2O3 in total, computed with ωB97M-V with the def2-TZVPD basis set.

Element x y z (Å)
1 C 2.199 -0.770 2.702
2 C 2.568 0.017 1.699
3 C 2.664 1.395 0.832
4 C 1.199 1.926 0.399
5 C 0.203 2.197 1.677
6 C -1.286 1.841 1.170
7 C -2.496 2.922 1.459
8 O -3.563 2.147 0.783
9 B -3.230 0.690 0.873
10 O -2.815 0.004 -0.364
11 C -2.533 -1.400 -0.153
12 C -0.940 -1.644 -0.476
13 C -4.604 0.098 1.574
14 Cl -4.743 -0.358 3.365
15 C -5.810 -0.110 0.793
16 C -5.919 0.255 -0.787
17 Cl -7.367 -0.815 1.540
18 O -1.966 0.668 1.673
19 H 2.199 -1.634 3.457
20 H 3.304 1.147 -0.101
21 H 3.236 2.213 1.417
22 H 0.764 1.112 -0.314
23 H 1.349 2.863 -0.255
24 H 0.534 1.612 2.611
25 H 0.296 3.344 1.875
26 H -1.182 1.979 0.014
27 H -2.462 3.925 0.890
28 H -2.752 3.024 2.591
29 H -2.686 -1.773 0.922
30 H -3.133 -2.038 -0.909
31 H -0.332 -0.767 -0.054
32 H -0.653 -2.587 0.123
33 H -0.765 -1.864 -1.590
34 H -5.657 1.385 -0.886
35 H -5.106 -0.295 -1.416
36 H -6.930 -0.022 -1.252
37 N 0.285 -5.118 0.507
38 C -0.140 -6.342 0.863
39 C 0.697 -7.438 1.005
40 C 2.052 -7.265 0.763
41 C 2.519 -6.012 0.392
42 C 1.602 -4.978 0.280
43 H -1.208 -6.428 1.038
44 H 0.299 -8.402 1.297
45 H 2.739 -8.099 0.862
46 H 3.570 -5.841 0.195
47 H 1.918 -3.979 -0.003
48 N 2.862 3.439 -2.558
49 C 2.745 4.178 -3.674
50 C 3.704 5.081 -4.104
51 C 4.851 5.236 -3.338
52 C 4.997 4.487 -2.179
53 C 3.982 3.607 -1.835
54 H 1.830 4.024 -4.237
55 H 3.558 5.650 -5.015
56 H 5.624 5.935 -3.641
57 H 5.878 4.583 -1.557
58 H 4.051 2.997 -0.941

Summary:
charge = -1
Kohn-Sham gap = 6.949 eV
multiplicity = 1

These are the Mulliken partial charges, in e, on atoms 1 to 8: C -0.499; C -0.249; C -0.401; C -0.265; C -0.400; C 0.258; C -0.576; O -0.581

> What is the charge in the third record?

0

> Among the records above, which one has the highest charge?

C12H17N3O3PS3W